(1)
The following is a quantum chemistry calculation of a cluster of 6 separate species, C33H33BF6 in total in a non-equilibrium geometry, from the Open Molecules 2025 dataset.

XYZ file:
```
73
C33H33BF6 (ωB97M-V/def2-TZVPD)
B -1.87021 5.35990 -1.42037
C -0.69938 4.18755 -1.24717
F -0.11584 4.13534 0.11402
C -1.37661 2.78231 -1.76374
C -1.34895 1.67202 -0.53255
H -2.25155 5.59818 -2.50637
H -2.27629 5.83432 -0.41941
H 0.17822 4.43439 -1.98750
H -2.52637 2.95457 -2.01120
H -0.87777 2.40552 -2.75383
H -1.85964 0.70423 -0.95890
H -0.26377 1.48130 -0.13783
H -1.98408 2.13139 0.35548
F -0.36356 1.36250 -6.60388
C 0.86832 1.22256 -6.09643
C 1.76061 0.34254 -6.69895
C 3.04505 0.20034 -6.17400
C 3.41957 0.93246 -5.04461
C 2.51509 1.80945 -4.44399
C 1.23462 1.95970 -4.97582
H 1.44926 -0.22395 -7.57050
H 3.75267 -0.47925 -6.64236
H 4.42002 0.81791 -4.63284
H 2.80749 2.37513 -3.56261
H 0.52194 2.64359 -4.52692
F -2.05202 -1.02043 0.54613
C -1.44366 -1.44849 1.66026
C -0.14224 -1.93273 1.58628
C 0.49340 -2.37373 2.74690
C -0.18417 -2.33567 3.96806
C -1.49206 -1.85258 4.03117
C -2.12333 -1.40130 2.87234
H 0.36528 -1.96251 0.62764
H 1.51351 -2.74686 2.70097
H 0.31041 -2.68391 4.87232
H -2.01886 -1.82776 4.98205
H -3.13642 -1.01436 2.90476
F 4.56332 4.38020 0.77767
C 3.87429 4.80481 1.84517
C 4.56050 5.24034 2.97348
C 3.84353 5.68736 4.08331
C 2.44674 5.68355 4.05634
C 1.76708 5.23972 2.92099
C 2.48437 4.80335 1.80739
H 5.64552 5.22828 2.97927
H 4.37068 6.03721 4.96743
H 1.88791 6.02809 4.92385
H 0.67989 5.23380 2.90385
H 1.97223 4.46347 0.91334
F -3.73096 -4.86053 3.47810
C -4.91239 -4.51031 2.95256
C -6.08645 -4.90971 3.58163
C -7.31675 -4.54094 3.03761
C -7.35928 -3.78530 1.86331
C -6.17536 -3.39356 1.23656
C -4.94535 -3.75299 1.78693
H -6.03390 -5.50339 4.48839
H -8.24032 -4.84157 3.52608
H -8.31913 -3.50169 1.43690
H -6.21100 -2.80897 0.32043
H -4.01536 -3.44941 1.31778
F 3.53783 -2.83563 1.14527
C 3.31247 -3.37270 -0.06112
C 3.41781 -2.57540 -1.19553
C 3.18829 -3.13541 -2.45223
C 2.84491 -4.48534 -2.55967
C 2.73671 -5.27614 -1.41474
C 2.97722 -4.71854 -0.15924
H 3.67736 -1.52690 -1.09197
H 3.27574 -2.52243 -3.34585
H 2.66160 -4.92064 -3.53972
H 2.46530 -6.32556 -1.50055
H 2.90628 -5.32084 0.74038
```

* SMILES: B[C@@H](F)CC.Fc1ccccc1.Fc1ccccc1.Fc1ccccc1.Fc1ccccc1.Fc1ccccc1
* total energy: -1901.2146 hartree
* frontier orbital gap: 0.3330 hartree
* highest occupied orbital energy: -9.022 eV

---

(2)
The following is a quantum chemistry calculation of a structure of composition C33H33BrF4O7PSY in a non-equilibrium geometry, from the Open Molecules 2025 dataset.

XYZ file:
```
81
C33H33BrF4O7PSY (ωB97M-V/def2-TZVPD)
Y -0.75163 0.94421 1.11795
C 1.12071 -0.36132 3.44928
C 1.17715 1.04131 4.01339
O 0.47919 1.88667 3.08446
C 0.06992 3.13431 3.68302
C -1.03597 3.69403 2.81620
O -1.93220 2.63800 2.44365
C -2.87442 2.21959 3.44425
C -3.62951 1.07117 2.81692
O -2.69868 0.07325 2.35348
C -2.48306 -1.10300 3.15809
C -1.19158 -0.96640 3.93335
O -0.19769 -0.63236 2.95649
H 1.41258 -1.10474 4.19560
H 1.78636 -0.47928 2.58804
H 2.21200 1.37401 4.12883
H 0.68294 1.11448 4.98676
H 0.91250 3.82807 3.73011
H -0.26619 2.92500 4.70303
H -0.65421 4.10450 1.87549
H -1.58786 4.48501 3.32898
H -3.55508 3.04287 3.67919
H -2.34956 1.92419 4.35804
H -4.16732 1.42015 1.93330
H -4.34658 0.61738 3.50321
H -2.41583 -1.93618 2.45436
H -3.33754 -1.26248 3.81858
H -0.93617 -1.91566 4.41430
H -1.24647 -0.19125 4.70205
F -1.41753 -0.34582 -5.63828
C -0.96155 -0.60147 -4.43072
C 0.36306 -0.93447 -4.23729
F 1.18650 -0.98578 -5.26390
C 0.82991 -1.22625 -2.95072
F 2.11220 -1.54400 -2.84834
C -0.00280 -1.19052 -1.84252
P 0.53958 -1.43535 -0.12112
C 2.33889 -1.55854 -0.06568
C 2.99506 -2.78800 -0.12766
C 4.37674 -2.83707 -0.06558
C 5.10961 -1.66411 0.06331
C 4.46476 -0.43842 0.13097
C 3.07908 -0.38478 0.07107
C -0.06330 -3.06421 0.38174
C 0.37563 -3.58846 1.59799
C -0.08556 -4.81752 2.03234
C -0.99186 -5.53630 1.25764
C -1.41770 -5.02884 0.04156
C -0.95267 -3.79676 -0.39748
C -1.34202 -0.84179 -2.07721
Br -2.60948 -0.81759 -0.65800
C -1.82492 -0.54930 -3.33206
F -3.09127 -0.22543 -3.53165
H 2.43166 -3.70595 -0.22704
H 4.88622 -3.78744 -0.12308
H 6.18881 -1.70625 0.11283
H 5.03480 0.47477 0.22885
H 2.58906 0.58331 0.09761
H 1.11721 -3.06383 2.19049
H 0.27408 -5.22954 2.96524
H -1.34709 -6.50011 1.59390
H -2.10122 -5.59621 -0.57449
H -1.27681 -3.41714 -1.35745
C 0.42761 2.43571 -6.84956
C 0.23981 2.48422 -5.36804
C 1.29391 2.22007 -4.49987
C 1.12068 2.28702 -3.12397
C -0.12626 2.62057 -2.62026
C -1.19851 2.89303 -3.46202
C -1.00464 2.81734 -4.82875
S -0.31047 2.85127 -0.90617
O -0.16601 4.23279 -0.57607
O 0.69759 1.94713 -0.23560
O -1.61791 2.25710 -0.47544
H 1.27778 1.81739 -7.12531
H 0.60966 3.44323 -7.22502
H -0.46176 2.05415 -7.34610
H 2.26324 1.95411 -4.89961
H 1.95458 2.07976 -2.46791
H -2.16706 3.15724 -3.06206
H -1.83511 3.01156 -5.49398
```

* total energy: -5554.9626 hartree
* relative energy (zero: lowest compared OMol25 entry of this formula, charge and spin): 0.0 kcal per mole
* frontier orbital gap: 0.3256 hartree
* charge: +2
* highest occupied orbital energy: -13.846 eV

---

(3)
The following is a quantum chemistry calculation of a structure of composition C33H33BrI2N3NdO2SSi in a non-equilibrium geometry, from the Open Molecules 2025 dataset.

XYZ file:
```
77
C33H33BrI2N3NdO2SSi (ωB97M-V/def2-TZVPD)
Nd 1.49890 1.18586 1.83059
O -2.63783 0.22943 -0.29878
C -2.30215 -0.17343 -1.55605
C -3.33978 -0.41983 -2.48354
C -3.10530 -0.80699 -3.77109
C -1.79071 -1.00162 -4.22305
C -0.74468 -0.81482 -3.36040
C -0.96639 -0.32580 -2.04110
C 0.22038 -0.11077 -1.10587
O 0.27632 1.18475 -0.50405
N 0.14366 -1.02619 0.04362
N 1.32661 -1.21952 0.64185
C 1.80100 -2.40796 0.63343
C 3.09688 -2.79806 1.09156
Br 4.04986 -1.71497 2.34084
C 3.55440 -4.01816 0.74851
C 2.86315 -4.77671 -0.34127
C 2.20286 -5.99828 -0.01847
C 1.40008 -6.63352 -0.94867
C 1.25239 -6.07973 -2.22111
C 1.92326 -4.90710 -2.52657
C 2.73427 -4.28245 -1.60059
H -1.96697 -0.11808 0.28589
H -4.26876 -0.27295 -2.02704
H -3.90695 -1.05223 -4.41513
H -1.64486 -1.34774 -5.24244
H 0.25038 -0.96107 -3.71283
H 1.19897 -0.28395 -1.53181
H -0.31602 -1.88271 -0.22988
H 1.15851 -3.28436 0.29876
H 4.45434 -4.43449 1.21641
H 2.30654 -6.46646 0.97937
H 0.99460 -7.59731 -0.66200
H 0.71118 -6.58247 -2.98273
H 1.88935 -4.45305 -3.48532
H 3.21102 -3.38743 -1.80771
S -3.39638 1.91814 2.24913
C -2.82091 3.58837 2.12121
C -3.49218 4.76939 1.78549
C -2.73870 5.97231 1.97530
C -1.37928 5.95181 2.33561
C -0.70482 4.76264 2.52047
C -1.41987 3.55386 2.32609
N -0.86061 2.32603 2.48776
C -1.74727 1.36738 2.54585
C -1.42510 -0.03537 2.96195
C -2.50662 -0.88425 3.42796
C -2.25293 -2.08946 4.04513
C -0.98616 -2.56622 4.14846
C 0.05488 -1.74554 3.60183
C -0.08689 -0.47726 3.06635
H -4.53893 4.78899 1.53471
H -3.22822 6.94372 1.65686
H -0.91204 6.91813 2.49640
H 0.33836 4.64111 2.86529
H -3.53858 -0.55302 3.31356
H -3.11631 -2.70914 4.30713
H -0.87139 -3.55354 4.53100
H 1.02329 -2.18862 3.56339
I 2.96113 3.18193 3.43057
C 3.57002 1.56436 0.29842
I 4.16167 0.21904 -1.06874
H 4.19091 1.44871 1.19340
H 3.83814 2.63918 0.06099
C 1.46067 2.03600 -3.00577
Si 0.28221 2.48274 -1.62882
C 0.86621 3.96498 -0.73344
C -1.35166 2.94679 -2.38281
H 1.80732 2.99098 -3.32812
H 0.89589 1.60749 -3.81030
H 2.30871 1.46284 -2.66884
H 0.92799 4.68213 -1.54218
H 1.87859 3.73409 -0.30094
H 0.23014 4.31451 0.06916
H -1.25993 3.88320 -2.93343
H -1.98362 3.08185 -1.52236
H -1.70622 2.09991 -3.00706
```

* total energy: -6010.5794 hartree
* spin multiplicity: 4
* frontier orbital gap (alpha / beta): 0.2339 / 0.2336 hartree
* expectation value of S²: 3.7555
* highest occupied orbital energy (alpha / beta): -7.072 / -7.059 eV

---

What is the total energy in the second record?
-5554.9626 hartree

---

Which value of total energy does entry 3 give?
-6010.5794 hartree

---

The lowest total energy belongs to which entry?
C33H33BrI2N3NdO2SSi